a.
{"formula": "H9O4", "method": "ωB97M-V/def2-TZVPD", "elements": ["O", "H", "H", "H", "O", "H", "H", "O", "H", "H", "O", "H", "H"], "positions_angstrom": [[1.34, -0.50, 0.57], [1.52, -1.54, 0.50], [0.20, -0.28, 0.35], [1.53, -0.10, -0.33], [-1.10, 3.34, -0.64], [-1.24, 4.18, -0.12], [-1.57, 3.43, -1.50], [-1.01, 0.07, 0.45], [-1.13, -0.19, 1.35], [-1.78, 0.12, -0.05], [0.91, -2.80, -0.27], [1.34, -3.45, -0.86], [0.00, -2.99, -0.28]], "lowdin_charge": [0.07, 0.13, 0.08, 0.16, -0.11, 0.07, 0.05, 0.15, 0.12, 0.10, 0.01, 0.11, 0.05], "total_charge": 1}

b.
{"formula": "H9O4", "method": "ωB97M-V/def2-TZVPD", "elements": ["O", "H", "H", "O", "H", "H", "O", "H", "H", "O", "H", "H", "H"], "positions_angstrom": [[-1.54, 1.23, -1.39], [-2.40, 1.44, -0.93], [-1.35, 1.92, -2.05], [0.19, -2.49, 0.57], [0.61, -3.32, 0.19], [-0.75, -2.80, 0.60], [1.73, 1.23, 0.61], [2.20, 1.69, -0.19], [1.66, 1.86, 1.42], [-0.30, -0.15, 0.44], [0.04, -1.08, 0.41], [0.65, 0.17, 0.72], [-0.75, 0.30, -0.39]], "lowdin_charge": [-0.02, 0.12, 0.10, -0.02, 0.14, 0.12, -0.08, 0.16, 0.15, 0.12, 0.01, 0.09, 0.11], "total_charge": 1}

c.
{"formula": "H9O4", "method": "ωB97M-V/def2-TZVPD", "elements": ["O", "H", "H", "H", "O", "H", "H", "O", "H", "H", "O", "H", "H"], "positions_angstrom": [[0.10, 0.88, -0.73], [-0.98, 0.45, -0.60], [0.15, 1.54, -0.03], [0.78, 0.11, -0.49], [1.62, -1.16, -0.14], [1.83, -1.41, 0.76], [2.23, -1.21, -0.87], [0.47, 0.76, 1.76], [0.86, 0.30, 2.51], [-0.46, 0.68, 1.99], [-1.96, -0.11, -1.40], [-1.81, -1.05, -1.54], [-2.84, 0.23, -1.21]], "lowdin_charge": [0.07, 0.14, 0.10, 0.08, 0.00, 0.09, 0.10, -0.04, 0.08, 0.08, 0.06, 0.12, 0.12], "total_charge": 1}

Relative to the most stable structure, the computed energies are a 0.0181; b 0.0000; c 0.0086, all in hartree.

a.
{"formula": "H9O4", "method": "ωB97M-V/def2-TZVPD", "elements": ["O", "H", "H", "H", "O", "H", "H", "O", "H", "H", "O", "H", "H"], "positions_angstrom": [[-0.77, 0.11, 0.11], [-0.67, -0.88, 0.35], [-0.08, 0.56, 0.71], [-0.34, 0.20, -0.79], [-0.06, 1.09, -2.22], [0.60, 0.88, -2.88], [0.18, 1.97, -1.89], [1.01, 1.20, 1.64], [1.84, 0.90, 2.02], [0.96, 2.14, 1.84], [-0.33, -2.40, 0.42], [0.11, -2.74, 1.21], [-0.91, -3.07, 0.04]], "lowdin_charge": [0.17, 0.09, 0.08, 0.10, -0.01, 0.09, 0.08, 0.00, 0.10, 0.10, 0.01, 0.09, 0.10], "total_charge": 1}

b.
{"formula": "H9O4", "method": "ωB97M-V/def2-TZVPD", "elements": ["O", "H", "H", "O", "H", "H", "O", "H", "H", "O", "H", "H", "H"], "positions_angstrom": [[2.05, 3.02, 0.17], [2.80, 2.96, 0.76], [2.14, 3.87, -0.29], [-3.75, -2.45, -0.01], [-3.60, -2.74, 0.90], [-3.80, -3.23, -0.56], [0.46, -1.11, -0.98], [-0.39, -1.06, -1.45], [0.76, -2.03, -0.98], [0.67, 0.81, 0.56], [0.63, 0.60, 1.51], [0.60, -0.05, -0.01], [1.43, 1.41, 0.38]], "lowdin_charge": [-0.03, 0.08, 0.10, -0.06, 0.03, 0.03, 0.04, 0.11, 0.11, 0.24, 0.17, 0.07, 0.11], "total_charge": 1}

Relative to the most stable structure, the computed energies are a 0.0000; b 0.0268, all in hartree.

a.
{"formula": "C3H8N3S", "method": "ωB97M-V/def2-TZVPD", "elements": ["H", "N", "C", "N", "N", "C", "C", "S", "H", "H", "H", "H", "H", "H", "H"], "positions_angstrom": [[-3.97, 1.36, -0.06], [-2.98, 1.56, -0.03], [-2.15, 0.65, -0.03], [-0.78, 0.92, -0.09], [0.06, -0.11, 0.37], [1.45, 0.11, -0.07], [-0.54, -1.34, -0.20], [-2.34, -1.15, 0.04], [-0.53, 1.88, 0.15], [0.04, -0.19, 1.40], [1.47, 0.25, -1.15], [1.86, 0.99, 0.42], [2.06, -0.75, 0.20], [-0.31, -1.39, -1.27], [-0.18, -2.24, 0.31]], "lowdin_charge": [0.08, 0.15, -0.70, 0.04, -0.21, 0.03, -0.37, 1.01, 0.17, 0.21, 0.12, 0.12, 0.12, 0.11, 0.11], "smiles": "[H]/N=C1/N[N@H+](C)CS1", "total_charge": 1}

b.
{"formula": "C3H8N3S", "method": "ωB97M-V/def2-TZVPD", "elements": ["C", "C", "C", "N", "N", "N", "S", "H", "H", "H", "H", "H", "H", "H", "H"], "positions_angstrom": [[1.19, -0.54, -0.06], [-0.09, 1.71, -0.21], [-1.10, 0.24, -0.37], [-0.08, -0.82, -0.43], [2.15, -1.43, 0.20], [-2.14, 0.26, 0.67], [1.46, 1.09, 0.22], [-0.13, 2.03, -1.29], [-0.47, 2.41, 0.44], [-1.57, 0.47, -1.34], [-0.36, -1.84, -0.23], [2.34, -2.44, -0.02], [3.04, -0.91, 0.23], [-2.51, -0.68, 0.62], [-1.71, 0.45, 1.57]], "lowdin_charge": [-0.66, -0.35, -0.30, 0.06, 0.14, 0.07, 1.10, 0.10, 0.05, 0.14, 0.20, 0.17, 0.11, 0.08, 0.09], "total_charge": 1}

c.
{"formula": "C3H8N3S", "method": "ωB97M-V/def2-TZVPD", "elements": ["C", "C", "C", "N", "N", "N", "S", "H", "H", "H", "H", "H", "H", "H", "H"], "positions_angstrom": [[1.05, 1.15, -0.51], [-0.14, 1.22, 0.54], [1.39, -1.26, -0.52], [1.52, 0.01, -0.75], [-0.86, 0.03, 0.68], [-2.13, 0.14, -0.04], [1.84, -2.01, 0.98], [1.47, 2.00, -1.03], [0.34, 1.42, 1.50], [-0.65, 2.16, 0.28], [1.24, -2.06, -1.24], [-2.13, -0.80, -0.46], [-2.07, 0.88, -0.67], [-2.88, 0.35, 0.70], [2.00, -3.24, 0.53]], "lowdin_charge": [0.00, -0.27, -0.45, 0.03, -0.14, 0.10, 0.90, 0.14, 0.12, 0.11, 0.09, 0.17, 0.11, 0.20, -0.11], "total_charge": 1}

d.
{"formula": "C3H8N3S", "method": "ωB97M-V/def2-TZVPD", "elements": ["C", "C", "C", "N", "N", "N", "S", "H", "H", "H", "H", "H", "H", "H", "H"], "positions_angstrom": [[-0.59, 1.50, -0.33], [-0.69, 1.21, 2.14], [-0.19, -1.63, -1.90], [-0.74, 1.30, 0.99], [-0.48, 0.47, -1.10], [-0.25, -0.71, -0.79], [1.81, -0.06, 2.93], [-0.95, 2.45, -0.63], [-0.47, 1.17, 3.20], [-0.04, -1.10, -2.81], [0.66, -2.42, -1.65], [-1.03, -2.28, -1.83], [-0.62, 0.67, -2.20], [1.29, -1.08, 2.14], [2.27, 0.51, 1.84]], "lowdin_charge": [-0.14, 0.19, -0.06, 0.11, -0.05, 0.00, 0.57, 0.13, 0.08, 0.07, 0.14, 0.07, 0.24, -0.15, -0.21], "total_charge": 1}

Relative to the most stable structure, the computed energies are a 0.0350; b 0.0000; c 0.1393; d 0.1571, all in hartree.

a.
{"formula": "C2H4Si", "method": "ωB97M-V/def2-TZVPD", "elements": ["C", "C", "Si", "H", "H", "H", "H"], "positions_angstrom": [[1.44, 0.00, 0.28], [0.63, 0.31, -0.69], [-1.24, -0.06, -0.22], [1.61, -0.25, 1.37], [0.82, 0.62, -1.70], [-1.23, -1.40, 0.17], [-2.04, 0.77, 0.79]], "lowdin_charge": [0.01, -0.48, 0.70, 0.06, 0.02, -0.17, -0.13], "total_charge": 0}

b.
{"formula": "C2H4Si", "method": "ωB97M-V/def2-TZVPD", "elements": ["C", "C", "Si", "H", "H", "H", "H"], "positions_angstrom": [[-2.36, -0.43, 0.86], [-1.24, -0.15, 0.47], [0.84, 0.18, -0.27], [-3.38, -0.62, 0.78], [1.03, -0.94, -1.38], [1.73, -0.25, 0.92], [0.66, 1.64, -0.80]], "lowdin_charge": [-0.08, -0.28, 0.63, -0.01, -0.08, -0.09, -0.08], "smiles": "C#C[SiH3]", "total_charge": 0}

Relative to the most stable structure, the computed energies are a 0.0449; b 0.0000, all in hartree.